Entry 1:
# C24H37N4O8P2

2 unconnected molecules or ions with the total composition C24H37N4O8P2 (ωB97M-V with the def2-TZVPD basis set, OMol25).

Atoms and positions in Å:
C  1.25360  -2.79310  -5.81427
C  0.02816  -3.18703  -4.80452
P  0.61482  -3.58748  -3.05343
C  2.29845  -4.46283  -3.11273
C  2.07896  -6.06145  -2.88249
C  0.66388  -2.07213  -1.93390
N  1.12487  -2.23226  -0.55195
N  1.56164  -3.44350  -0.03638
C  1.05944  -0.96007  0.19298
C  1.40598  -0.63467  1.71477
C  1.31616  -1.94254  2.69541
O  1.10777  -1.38988  4.03467
C  0.55903  0.04106  -0.86638
C  0.27848  1.61088  -0.83736
C  0.31959  2.28908  0.61692
C  1.81162  2.58351  1.16327
C  2.26487  4.12443  1.08258
N  2.76458  4.51604  2.42974
C  2.40985  5.69969  3.19664
C  3.12164  5.73719  4.56145
C  4.02783  4.46015  4.65942
C  3.72944  3.81506  3.28948
N  0.31951  -0.69010  -2.13616
C  -0.20295  -0.11149  -3.40015
P  -2.11070  -0.34821  -3.34341
O  -2.68887  -0.71312  -4.72197
O  -2.87899  1.06348  -2.70692
O  -2.46311  -1.61690  -2.23317
H  2.10571  -2.39990  -5.14772
H  1.68530  -3.73201  -6.33433
H  0.94959  -2.02802  -6.60507
H  -0.79421  -2.37730  -4.84191
H  -0.45980  -4.12362  -5.28098
H  3.00992  -4.04354  -2.31035
H  2.83261  -4.34941  -4.11759
H  1.54000  -6.43200  -3.83515
H  1.43773  -6.25529  -1.94832
H  3.11413  -6.55970  -2.82849
H  0.96427  -4.22650  -0.33800
H  2.55820  -3.60470  -0.26466
H  0.74438  0.15462  2.20293
H  2.47847  -0.19438  1.71808
H  0.37949  -2.51323  2.36970
H  2.28807  -2.53090  2.60050
H  0.23480  -1.74720  4.31864
H  -0.76044  1.86467  -1.28560
H  1.05189  2.12288  -1.50687
H  -0.34563  1.70357  1.33673
H  -0.18374  3.32759  0.49957
H  2.52185  1.94541  0.50325
H  1.87893  2.12585  2.21499
H  1.48447  4.83265  0.64606
H  3.18706  4.15499  0.38250
H  1.67745  6.40396  2.68696
H  2.99807  6.54355  5.35213
H  4.71072  4.07731  5.48102
H  4.17661  2.82651  2.93192
H  -0.06034  1.03636  -3.45668
H  0.26284  -0.53191  -4.35176
H  -2.89482  0.99982  -1.71416
H  -2.87544  -1.26756  -1.40071
C  -4.66229  0.43221  3.78319
C  -4.14910  -0.15456  2.70067
C  -4.27503  0.46208  1.34931
O  -3.77440  -0.09615  0.38107
C  -5.00644  1.72527  1.23454
C  -5.52415  2.31255  2.31734
C  -5.37485  1.71025  3.67311
O  -5.84296  2.28115  4.64004
O  -6.20716  3.48296  2.22506
O  -3.48602  -1.34439  2.78741
H  -4.57593  -0.00359  4.76975
H  -5.10556  2.15250  0.24539
H  -6.47695  3.70017  3.14000
H  -3.21283  -1.55680  1.87437

Cartesian forces (eV/Å) of the 2 atoms listed first:
0.4 -0.3 0.8
0.3 0.4 -2.0

Calculated values
LUMO level ... -4.095 eV
Charge ... +1
Max |F| ... 0.13044 hartree/bohr

Löwdin population analysis, charges in e, atoms 1 to 6:
1. C -0.1677
2. C -0.3936
3. P 1.0167
4. C -0.4185
5. C -0.1652
6. C -0.2456

***

Entry 2:
# C24H37N7O

A single C24H37N7O molecule (ωB97M-V with the def2-TZVPD basis set, OMol25).

Atoms and positions in Å:
C  4.15115  0.74617  4.93176
C  2.62991  0.85374  4.91767
C  1.97547  -0.51087  4.70973
C  0.45758  -0.37679  4.63633
N  0.09674  0.50695  3.54338
C  -1.32014  0.50739  3.24159
C  -1.74526  -0.82179  2.60201
N  -0.71006  -1.28812  1.71101
C  -0.15183  -2.49818  1.86753
O  -0.60362  -3.34586  2.61851
C  1.09617  -2.81171  1.03511
C  0.81956  -4.05137  0.17182
C  -0.07499  -3.68673  -1.00934
C  0.57518  -2.57503  -1.83467
N  0.79959  -1.42786  -0.98934
C  0.17984  -0.25435  -1.17187
N  0.29931  0.67726  -0.20502
C  -0.25264  1.86833  -0.35846
N  -0.95732  2.31863  -1.37461
C  -1.10083  1.39800  -2.33219
C  -0.57502  0.09553  -2.31064
N  -0.92911  -0.54679  -3.47221
C  -1.62880  0.31748  -4.15434
N  -1.76955  1.51743  -3.51199
C  -2.44464  2.69627  -3.97986
C  -1.83622  3.23031  -5.27682
C  -2.22653  2.42128  -6.51372
C  -1.63880  1.01098  -6.56209
C  -2.20708  0.06522  -5.49682
C  1.64202  -1.68248  0.15634
C  0.62483  1.83596  3.77368
C  2.14880  1.78649  3.80766
H  4.48025  0.08378  5.72930
H  4.51185  0.34926  3.98519
H  4.60243  1.72361  5.08801
H  2.29756  1.25758  5.88164
H  2.24102  -1.18906  5.52261
H  2.33289  -0.94214  3.77278
H  0.01985  -1.35951  4.45951
H  0.07115  0.00320  5.60149
H  -1.94776  0.70408  4.12963
H  -1.49587  1.30990  2.51963
H  -1.90915  -1.60251  3.34891
H  -2.68132  -0.67396  2.05084
H  -0.24170  -0.55534  1.18764
H  1.86451  -3.07271  1.77252
H  0.33911  -4.80924  0.79191
H  1.76456  -4.45741  -0.19810
H  -1.04280  -3.34175  -0.64075
H  -0.24060  -4.56029  -1.64091
H  1.54222  -2.92321  -2.21955
H  -0.05531  -2.28302  -2.67412
H  -0.10211  2.55867  0.46172
H  -2.34669  3.43539  -3.18087
H  -3.50790  2.47437  -4.12928
H  -2.17912  4.25798  -5.41114
H  -0.74890  3.25173  -5.17599
H  -1.88374  2.96406  -7.39783
H  -3.31649  2.35869  -6.57146
H  -0.55307  1.05985  -6.45508
H  -1.85530  0.58587  -7.54440
H  -1.97550  -0.96796  -5.75663
H  -3.29492  0.17455  -5.45597
H  2.62623  -1.99549  -0.21911
H  1.76523  -0.75553  0.71717
H  0.29952  2.48460  2.95626
H  0.24696  2.26606  4.72118
H  2.54327  2.79336  3.95825
H  2.50593  1.41705  2.84485

Cartesian forces (eV/Å) of the 2 atoms listed first:
-0.3 0.1 0.1
0.2 -0.1 -0.3

Calculated values
LUMO level ... 0.784 eV
Energy above the lowest of the compared OMol25 structures with the same formula, charge and spin ... 19.3 kJ/mol
Charge ... 0
SMILES ... CC1CCN(CCNC(=O)[C@H]2CCCN(c3ncnc4c3nc3n4CCCCC3)C2)CC1
Max |F| ... 0.02213 hartree/bohr

Löwdin population analysis, charges in e, atoms 1 to 6:
1. C -0.0755
2. C -0.3962
3. C -0.1490
4. C -0.1791
5. N -0.1782
6. C -0.1777

***

Entry 3:
# C24H37N8O9P2Ta

A molecular structure, C24H37N8O9P2Ta (ωB97M-V with the def2-TZVPD basis set, OMol25).

Atoms and positions in Å:
Ta  0.33470  0.34846  -1.68523
O  2.39210  3.02736  0.46367
P  1.37000  2.42916  -0.54353
O  1.97400  1.58866  -1.64183
O  0.34920  1.56776  0.12607
O  0.67070  3.66106  -1.25733
P  0.01670  3.18036  -2.68773
O  -1.14350  4.20716  -2.87283
O  1.02070  3.08196  -3.74583
O  -0.64940  1.85216  -2.36023
H  2.72060  3.90356  0.26777
H  -0.92310  4.99466  -3.37093
N  1.18670  -2.19004  -2.48723
C  1.30160  -2.72024  -3.86103
C  2.20080  -1.83144  -4.71263
C  1.53910  -0.50814  -5.08573
N  1.44670  0.38656  -3.91763
H  2.11090  -2.25874  -2.06453
H  0.58740  -2.80434  -1.93853
H  0.31010  -2.75324  -4.31133
H  1.71270  -3.73854  -3.85033
H  2.46490  -2.36134  -5.62823
H  3.12800  -1.63154  -4.17303
H  0.53650  -0.67744  -5.48273
H  2.12810  -0.03254  -5.87713
H  1.11930  1.31036  -4.23373
H  2.40400  0.58756  -3.62203
C  -0.91210  4.44636  6.48637
O  -0.43880  3.40716  7.31717
C  0.20570  2.36666  6.79277
C  0.55710  2.24146  5.44067
C  1.16010  1.09356  4.98757
C  1.46500  0.04476  5.87327
C  1.17920  0.20576  7.24357
C  0.54410  1.33336  7.68667
N  2.09020  -1.11804  5.51707
N  2.16150  -1.56594  4.37937
C  1.48330  -1.34134  3.23787
C  0.09640  -1.51484  3.14427
C  -0.58020  -1.40314  1.94097
C  0.09870  -1.09264  0.76897
O  -0.46380  -0.83714  -0.42723
C  1.50180  -0.96384  0.82357
N  2.10480  -0.66984  -0.35633
C  3.42880  -0.59694  -0.37253
C  4.22350  -0.81124  0.74847
C  3.62120  -1.07254  1.96577
C  2.22760  -1.14034  2.03047
H  -1.49050  5.10086  7.13387
H  -1.55480  4.05956  5.69247
H  -0.09320  5.01936  6.04667
H  0.34660  3.03926  4.74627
H  1.44400  1.02136  3.94687
H  1.43650  -0.59114  7.92297
H  0.28280  1.46136  8.72467
H  -0.45200  -1.73964  4.04457
H  -1.65270  -1.49944  1.93377
H  3.88910  -0.37384  -1.32583
H  5.29580  -0.78474  0.64867
H  4.20320  -1.24724  2.85887
C  -2.98470  0.90996  -0.91983
N  -3.26150  -0.42814  -1.39963
C  -4.22520  -1.15234  -0.59003
C  -2.57980  -1.02524  -2.38473
N  -1.35680  -0.63064  -2.77923
N  -3.19980  -2.06394  -2.99743
C  -2.45860  -3.13854  -3.61263
C  -4.59820  -2.01454  -3.38333
H  -3.91440  1.32376  -0.52723
H  -2.64570  1.53766  -1.74103
H  -2.22410  0.89816  -0.13143
H  -4.03410  -0.90444  0.45367
H  -4.10700  -2.22454  -0.71873
H  -5.25290  -0.86664  -0.82723
H  -1.15610  -1.01014  -3.69863
H  -1.52190  -3.28964  -3.08403
H  -2.27140  -2.96904  -4.67553
H  -3.05510  -4.04674  -3.52423
H  -5.03740  -1.06284  -3.10543
H  -5.16890  -2.82744  -2.93183
H  -4.66440  -2.11084  -4.46993

Cartesian forces (eV/Å) of the 2 atoms listed first:
0.4 -6.0 -0.9
-0.5 -0.7 -0.1

Calculated values
LUMO level ... -6.361 eV
Energy above the lowest of the compared OMol25 structures with the same formula, charge and spin ... 201.8 kJ/mol
Charge ... +2
Max |F| ... 0.11920 hartree/bohr

Löwdin population analysis, charges in e, atoms 1 to 6:
1. Ta 1.9687
2. O 0.0078
3. P 0.2158
4. O -0.3537
5. O -0.2367
6. O -0.1658

***

These records have gap between HOMO and LUMO values of 5.48; 8.72; 5.54 eV, in the order they appear.